Arrangement 1

Entry from the Open Molecules 2025 dataset: a structure of composition C40H59N4O3SSiSr (ωB97M-V/def2-TZVPD).

Calculated values
highest occupied orbital energy: -10.2 eV
orbital gap: 7.84 eV
total charge: +1

Atoms and positions in Å:
Sr: 0.1095 1.4585 0.4768
C: -1.8115 0.5047 3.5374
N: -1.3664 0.1910 2.1732
C: -0.5214 -1.0083 2.1417
C: 0.7408 -0.7843 2.9277
C: 1.1076 -1.5927 3.9913
C: 2.3125 -1.3570 4.6331
C: 3.1063 -0.3129 4.1928
C: 2.6519 0.4612 3.1393
N: 1.4942 0.2463 2.5149
C: -2.4592 0.0645 1.2066
C: -3.1471 1.3684 0.8578
C: -4.5151 1.3529 0.6466
C: -5.1321 2.5438 0.2888
C: -4.3561 3.6873 0.1599
C: -2.9906 3.5879 0.3613
N: -2.3779 2.4497 0.6954
C: -2.1435 1.9601 3.7476
C: -3.4344 2.3746 4.0405
C: -3.6777 3.7239 4.2438
C: -2.6148 4.6072 4.1662
C: -1.3585 4.0972 3.8768
N: -1.1156 2.8080 3.6560
H: -2.6628 -0.1315 3.8138
H: -0.9873 0.2713 4.2109
H: -1.0294 -1.9223 2.4743
H: -0.2329 -1.2063 1.0876
H: 0.4607 -2.4018 4.3032
H: 2.6241 -1.9802 5.4606
H: 4.0590 -0.0945 4.6537
H: 3.2423 1.2886 2.7752
H: -2.0230 -0.3422 0.2826
H: -3.2085 -0.6635 1.5426
H: -5.0780 0.4383 0.7666
H: -6.1998 2.5812 0.1178
H: -4.7954 4.6374 -0.1076
H: -2.3543 4.4587 0.2460
H: -4.2340 1.6482 4.1061
H: -4.6760 4.0762 4.4679
H: -2.7475 5.6669 4.3337
H: -0.5016 4.7604 3.8338
C: 2.8206 4.4289 -3.1486
C: 1.8836 3.4242 -2.4729
C: 0.4766 3.5149 -3.0601
C: 1.9355 3.6109 -0.9680
C: 0.9414 4.2671 -0.2453
C: 1.0241 4.4011 1.1394
C: 2.1137 3.9043 1.8515
C: 2.1927 4.0424 3.3465
C: 3.1186 3.2721 1.1204
C: 3.0248 3.1143 -0.2527
H: 2.8411 4.2644 -4.2262
H: 3.8407 4.3429 -2.7730
H: 2.4808 5.4512 -2.9671
H: 2.2563 2.4142 -2.6704
H: 0.0458 4.5109 -2.9368
H: -0.1999 2.7710 -2.6298
H: 0.5163 3.3167 -4.1309
H: 0.0757 4.6658 -0.7624
H: 0.2224 4.9035 1.6656
H: 1.4112 3.4486 3.8271
H: 2.0613 5.0825 3.6480
H: 3.1587 3.7089 3.7239
H: 4.0014 2.9088 1.6330
H: 3.8159 2.6021 -0.7890
C: 1.0570 -1.5136 -4.9289
C: 1.7910 -2.6606 -4.2463
C: 1.2848 -4.0028 -4.7601
C: 3.2925 -2.5326 -4.4481
O: 1.5818 -2.6169 -2.8244
Si: 0.2955 -2.2504 -1.9038
S: 0.1152 -0.1701 -1.7274
O: -1.0330 -2.8730 -2.6120
C: -2.2810 -3.4123 -2.1850
C: -2.8833 -2.5200 -1.1036
C: -2.0506 -4.8204 -1.6496
C: -3.1783 -3.4399 -3.4138
O: 0.4875 -3.0180 -0.4572
C: 1.5782 -3.7890 0.0808
C: 1.0719 -4.3367 1.4080
C: 1.9164 -4.9560 -0.8409
C: 2.7890 -2.8855 0.2866
H: 1.2454 -1.5353 -6.0032
H: 1.3914 -0.5550 -4.5308
H: -0.0188 -1.5967 -4.7638
H: 1.4621 -4.0955 -5.8325
H: 0.2144 -4.0922 -4.5715
H: 1.7978 -4.8209 -4.2518
H: 3.5419 -2.5820 -5.5088
H: 3.8138 -3.3398 -3.9311
H: 3.6449 -1.5801 -4.0491
H: -2.2123 -2.4959 -0.2401
H: -3.8553 -2.8962 -0.7802
H: -3.0048 -1.5067 -1.4942
H: -1.3843 -4.7833 -0.7863
H: -1.5882 -5.4412 -2.4181
H: -2.9939 -5.2815 -1.3504
H: -3.3168 -2.4298 -3.8016
H: -4.1546 -3.8625 -3.1698
H: -2.7223 -4.0487 -4.1950
H: 0.1823 -4.9468 1.2427
H: 0.8164 -3.5221 2.0840
H: 1.8327 -4.9539 1.8878
H: 1.0223 -5.5525 -1.0319
H: 2.6622 -5.5964 -0.3670
H: 2.3077 -4.6010 -1.7910
H: 2.5331 -2.0603 0.9560
H: 3.1132 -2.4741 -0.6696
H: 3.6196 -3.4406 0.7263

Arrangement 2

Entry from the Open Molecules 2025 dataset: a structure of composition C40H59N4O3SSiSr (ωB97M-V/def2-TZVPD).

Calculated values
highest occupied orbital energy: -10.1 eV
orbital gap: 7.95 eV
total charge: +1

Atoms and positions in Å:
Sr: -0.3942 0.7748 0.8849
C: -2.2693 2.9550 2.9230
N: -2.2672 2.8125 1.4648
C: -1.8354 4.0335 0.7845
C: -1.5208 3.7752 -0.6682
C: -1.8128 4.7143 -1.6392
C: -1.4582 4.4529 -2.9538
C: -0.8521 3.2493 -3.2565
C: -0.6177 2.3469 -2.2308
N: -0.9221 2.6077 -0.9542
C: -3.5828 2.3934 0.9887
C: -3.8791 0.9311 1.2280
C: -5.1635 0.4467 1.0241
C: -5.3965 -0.9108 1.1430
C: -4.3413 -1.7463 1.4781
C: -3.1067 -1.1731 1.6974
N: -2.8608 0.1399 1.5733
C: -0.9120 3.3610 3.4345
C: -0.7755 4.3606 4.3846
C: 0.4951 4.7361 4.7912
C: 1.5896 4.1142 4.2167
C: 1.3593 3.1189 3.2830
N: 0.1413 2.7265 2.9052
H: -2.5378 1.9840 3.3487
H: -3.0226 3.6812 3.2574
H: -0.9271 4.3936 1.2706
H: -2.5805 4.8369 0.8652
H: -2.3074 5.6372 -1.3665
H: -1.6685 5.1761 -3.7310
H: -0.5799 2.9918 -4.2695
H: -0.1852 1.3768 -2.4439
H: -3.6295 2.5685 -0.0888
H: -4.3794 3.0046 1.4370
H: -5.9613 1.1283 0.7586
H: -6.3855 -1.3140 0.9694
H: -4.4656 -2.8157 1.5658
H: -2.2612 -1.7955 1.9499
H: -1.6552 4.8448 4.7873
H: 0.6275 5.5170 5.5285
H: 2.6012 4.3869 4.4816
H: 2.1914 2.6018 2.8251
C: 3.1232 -2.0637 1.8232
C: 3.1516 -0.8821 2.7746
C: 3.5920 0.3735 2.0189
C: 1.8396 -0.6436 3.5049
C: 1.8054 0.2906 4.5422
C: 0.6513 0.5403 5.2609
C: -0.5274 -0.1464 4.9851
C: -1.7794 0.1133 5.7785
C: -0.4889 -1.1157 3.9901
C: 0.6687 -1.3660 3.2516
H: 4.1064 -2.1967 1.3698
H: 2.4057 -1.9034 1.0171
H: 2.8624 -2.9946 2.3296
H: 3.9041 -1.0798 3.5454
H: 2.8854 0.6035 1.2096
H: 4.5631 0.2224 1.5474
H: 3.6758 1.2435 2.6703
H: 2.7128 0.8266 4.8013
H: 0.6626 1.2835 6.0512
H: -1.7893 -0.4755 6.6977
H: -2.6726 -0.1520 5.2113
H: -1.8543 1.1631 6.0662
H: -1.3723 -1.7154 3.8128
H: 0.6593 -2.1452 2.5004
C: 0.1468 -5.2248 -2.2585
C: 1.3757 -4.3297 -2.3315
C: 2.3231 -4.7901 -3.4287
C: 2.0939 -4.2961 -0.9947
O: 0.9107 -3.0239 -2.7205
Si: 0.5273 -1.5965 -2.0363
S: -0.5061 -1.7626 -0.2429
O: -0.3245 -0.7931 -3.2014
C: -1.3138 -1.2717 -4.1409
C: -0.6640 -2.1439 -5.2075
C: -2.3859 -2.0467 -3.3841
C: -1.9099 -0.0345 -4.7901
O: 1.8557 -0.6398 -1.7378
C: 2.9711 -0.2575 -2.5789
C: 2.8043 -0.7335 -4.0172
C: 4.2109 -0.8825 -1.9571
C: 3.0702 1.2609 -2.5435
H: 0.4229 -6.2423 -1.9761
H: -0.3530 -5.2598 -3.2277
H: -0.5508 -4.8325 -1.5163
H: 2.6613 -5.8095 -3.2372
H: 3.2006 -4.1427 -3.4739
H: 1.8225 -4.7654 -4.3976
H: 2.4783 -5.2902 -0.7590
H: 1.4174 -3.9838 -0.2017
H: 2.9354 -3.6029 -1.0299
H: -0.1980 -3.0221 -4.7694
H: 0.1021 -1.5818 -5.7453
H: -1.4211 -2.4669 -5.9245
H: -1.9630 -2.9392 -2.9198
H: -3.1850 -2.3522 -4.0622
H: -2.8104 -1.4278 -2.5909
H: -1.1262 0.5536 -5.2725
H: -2.4115 0.5832 -4.0458
H: -2.6433 -0.3171 -5.5463
H: 2.7379 -1.8190 -4.0713
H: 3.6655 -0.4107 -4.6055
H: 1.9032 -0.3132 -4.4638
H: 4.1335 -1.9705 -1.9741
H: 4.3151 -0.5616 -0.9207
H: 5.1101 -0.5934 -2.5035
H: 2.2350 1.7142 -3.0764
H: 3.9947 1.5975 -3.0150
H: 3.0653 1.6173 -1.5100

In order of decreasing stability: arrangement 2, arrangement 1.